Here is a 2-piece molecular cluster, C5H13NO overall from the OMol25 dataset. Energies are from ωB97M-V/def2-TZVPD.

The LUMO energy (spin up / spin down) is -3.81 / -7.05 eV. Its total energy is -8924.85976 eV. As for the HOMO energy (spin up / spin down): -14.3 / -15.1 eV. As for the multiplicity: 2. The value obtained for the energy above the lowest of the compared OMol25 structures with the same formula, charge and spin is 20.6 kcal/mol. The total charge is +1. As for the frontier orbital gap (spin up / spin down): 10.45 / 8.04 eV. As for the expectation value of S²: 0.76.

Structure (XYZ):
```
20
Properties=species:S:1:pos:R:3:forces:R:3:mulliken_spin:R:1
H 3.55779 -1.50445 0.12782 -0.27 0.06 0.15 -0.0007
C -0.78520 1.33649 0.03653 1.14 1.64 0.23 0.2129
H 3.04702 -1.49731 -1.54726 -0.14 0.50 0.09 -0.0009
H 0.64165 -1.47638 -0.88359 -0.27 0.74 -0.30 -0.0057
H -2.93463 -1.28346 -1.50635 -0.49 0.24 -0.10 0.0001
H -3.38840 -0.37452 -0.27550 -0.44 -0.29 -0.52 0.0006
H -2.67836 2.05743 0.20060 0.21 0.62 -0.28 -0.0091
H 0.21572 0.55065 1.78464 -0.51 0.62 0.17 0.0076
H 1.07251 -1.75651 0.74521 -0.14 0.37 0.16 -0.0025
H 1.88943 0.74450 -0.76051 -0.37 0.42 0.20 0.0062
C 0.30493 0.85216 0.74316 0.67 -1.12 0.65 0.3222
H -0.64316 1.48827 -1.02813 -0.73 -0.82 -0.35 0.0190
H 2.71358 -2.85039 -0.61900 -0.30 -0.16 0.41 0.0039
H 2.40503 0.43093 0.87214 -0.30 -0.10 0.30 0.0126
C 2.72942 -1.76597 -0.53459 0.66 -0.26 -0.95 0.0153
C 1.55584 0.32295 0.19748 0.08 0.01 -1.74 0.0477
N -1.76104 2.01857 0.62520 -0.50 -0.58 -0.25 0.3145
H -1.66145 2.46321 1.52511 -0.05 -0.56 0.39 -0.0098
C 1.37524 -1.18603 -0.14036 0.83 -1.40 1.13 0.0655
O -2.78498 -1.05119 -0.58896 0.91 0.07 0.62 0.0004
```
Forces are in eV/Å.